Record 1
This record from the OMol25 dataset describes 3 unconnected molecules or ions with the total composition C3H11NO2 in a non-equilibrium geometry. The level of theory is wB97M-V/def2-TZVPD.

Geometry as XYZ:
```
17
Properties=species:S:1:pos:R:3:forces:R:3
C -1.68786 -1.51286 1.75884 -0.23 -0.63 -0.64
C -1.20887 -1.37897 0.48902 0.80 0.61 1.97
N -0.10083 -0.57872 0.02922 1.40 -0.39 1.23
C 1.28088 -1.20542 0.02073 -0.03 0.92 0.67
H -1.13355 -1.33125 2.72202 -0.47 0.49 -1.42
H -2.71535 -1.95250 1.92310 1.41 0.26 -0.38
H -1.59793 -1.77672 -0.39616 -1.62 -0.97 -0.68
H 0.03193 0.14747 0.71505 -0.15 0.47 0.19
H 1.36727 -2.08920 -0.61782 -0.21 0.17 0.23
H 1.98234 -0.41998 -0.32614 -0.47 -0.48 -0.18
H 1.62292 -1.39763 1.07285 -0.41 -0.41 -0.87
O -1.60106 1.35260 -1.70259 -0.58 -0.60 -3.63
H -1.01868 0.85967 -1.13757 0.74 -0.80 0.36
H -1.50570 0.91022 -2.64656 -0.19 1.37 3.16
O 1.94744 3.22370 -0.77513 -6.35 -0.46 1.23
H 2.81473 3.26206 -0.94539 4.89 1.08 -0.34
H 1.52233 3.88753 -0.18348 1.48 -0.65 -0.88
```
Forces are in eV/Å.

Values from the calculation:
Highest occupied orbital energy = -9.152 eV
Structure (SMILES) = C=CNC.O.O
Net charge = 0


Record 2
This record from the OMol25 dataset describes 2 unconnected molecules or ions with the total composition C3H11NO2 in a non-equilibrium geometry. The level of theory is wB97M-V/def2-TZVPD.

Geometry as XYZ:
```
17
Properties=species:S:1:pos:R:3:forces:R:3
C -0.84943 1.45775 -1.27710 -0.21 0.32 -0.81
C 0.25715 1.04884 -0.31537 -0.99 0.23 -0.05
N 0.00008 -0.31694 0.16060 1.68 -0.23 0.43
C 1.17900 -1.21492 0.07778 -1.45 1.28 -0.50
O 1.46854 -1.61955 -1.24140 0.71 0.29 -0.23
H -0.72037 2.44176 -1.73940 0.15 0.08 0.44
H -1.82679 1.45185 -0.79114 0.06 0.05 0.17
H -0.94942 0.80340 -2.14922 0.28 -0.31 0.22
H 1.24993 1.18335 -0.74155 0.02 -0.34 -0.30
H 0.21983 1.74039 0.53498 0.04 -0.07 0.03
H -0.76121 -0.76123 -0.31774 -0.38 0.05 -0.29
H 0.94724 -2.03454 0.74890 0.55 -0.29 0.11
H 2.03891 -0.59423 0.31446 0.08 -0.39 0.72
H 0.93041 -2.33747 -1.54808 -0.54 -0.53 0.05
O -0.91099 -0.45547 3.12887 -1.00 -0.50 0.22
H -1.72922 -0.84115 2.75203 0.79 0.36 0.34
H -0.54365 0.04816 2.40338 0.21 0.00 -0.56
```
Forces are in eV/Å.

Values from the calculation:
Highest occupied orbital energy = -9.303 eV
Structure (SMILES) = CCNCO.O
Net charge = 0


Record 3
This record from the OMol25 dataset describes 2 unconnected molecules or ions with the total composition C3H11NO2 in a non-equilibrium geometry. The level of theory is wB97M-V/def2-TZVPD.

Geometry as XYZ:
```
17
Properties=species:S:1:pos:R:3:forces:R:3
C 1.11760 -0.62290 1.72837 0.53 -0.13 -0.45
C -0.18212 -0.12656 1.02144 -1.03 -0.25 2.06
N -0.55168 1.12900 1.69404 0.09 1.28 1.01
C -1.20494 2.42411 1.43608 0.85 0.41 -0.36
O -1.30316 2.79031 0.06269 -0.27 -2.01 0.17
H 0.92398 -1.21582 2.63158 -0.49 0.12 -0.27
H 1.78986 -1.25646 1.12994 -0.38 0.28 -0.13
H 1.70858 0.21712 2.09785 0.02 0.13 -0.38
H -0.93061 -0.90247 1.28847 0.06 0.21 -0.27
H -0.27700 -0.08026 -0.06100 0.89 0.35 -0.15
H -0.17099 1.28986 2.62441 0.24 -1.00 -0.53
H -2.17523 2.50213 1.96490 0.11 -0.12 -0.49
H -0.52064 3.19728 1.83767 -0.48 -0.32 0.23
H -1.38625 1.89660 -0.33427 -0.13 1.07 -0.43
O 1.82218 -4.63376 -5.14410 -0.32 -0.10 0.31
H 1.79494 -5.11576 -4.30779 0.22 0.02 -0.13
H 0.90513 -4.35388 -5.24605 0.10 0.08 -0.18
```
Forces are in eV/Å.

Values from the calculation:
Highest occupied orbital energy = -8.266 eV
Structure (SMILES) = CCNCO.O
Net charge = 0


Record 4
This record from the OMol25 dataset describes 2 unconnected molecules or ions with the total composition C3H11NO2 in a non-equilibrium geometry. The level of theory is wB97M-V/def2-TZVPD.

Geometry as XYZ:
```
17
Properties=species:S:1:pos:R:3:forces:R:3
C 2.02628 1.24704 -0.59669 -0.29 -0.60 0.26
C 0.48475 1.23699 -0.67217 0.97 0.24 0.89
O -0.00958 -0.01729 -1.04201 -0.37 -0.59 -0.36
C -0.10097 1.78485 0.61914 -0.91 0.28 -0.23
N -1.56615 1.81062 0.57235 -0.32 0.01 0.02
H 2.40358 0.25340 -0.33302 -0.17 0.10 0.22
H 2.42617 1.96961 0.11126 -0.07 0.10 0.03
H 2.43362 1.44377 -1.56443 0.34 0.26 -0.68
H 0.19373 1.90973 -1.46881 -0.25 0.17 -0.28
H 0.01355 -0.64087 -0.30609 0.05 0.26 0.04
H 0.30038 2.79800 0.72436 0.25 -0.07 0.22
H 0.15149 1.18203 1.49636 0.46 0.02 -0.10
H -1.94466 2.51755 1.19057 0.09 -0.10 0.09
H -1.93070 2.02350 -0.34801 0.20 -0.07 -0.11
O -1.92107 -6.22293 0.57043 0.39 -0.67 -0.19
H -1.02978 -6.21969 0.94241 -0.15 0.23 0.06
H -1.93065 -7.07632 0.10435 -0.24 0.44 0.13
```
Forces are in eV/Å.

Values from the calculation:
Highest occupied orbital energy = -9.199 eV
Structure (SMILES) = C[C@@H](O)CN.O
Net charge = 0


Short version: orbital gap = 9.92 10.05 9.05 10.15 eV, in the order given.
Short version: relative energy (zero: lowest compared OMol25 entry of this formula, charge and spin) = 205.87 54.42 171.68 46.17 kJ/mol, in the order given.